Molecular formula: C7H8
Method: DFT, ωB97M-V/def2-TZVPD

## Properties
Kohn-Sham gap in Eh: 0.364
HOMO energy in eV: -8.8
Electronic energy in eV: -7388.1425
Multiplicity: 1
Energy above the lowest of the compared OMol25 structures with the same formula, charge and spin in kcal/mol: 13.9
F_max in eV Å⁻¹: 1.6

Atoms and positions in Å:
C (1.276, 1.786, -0.167)
C (0.386, 0.612, 0.178)
C (0.945, -0.664, 0.335)
C (0.207, -1.764, -0.025)
C (-1.175, -1.685, -0.145)
C (-1.774, -0.469, 0.070)
C (-1.004, 0.683, 0.134)
H (1.833, 1.493, -1.058)
H (2.092, 1.876, 0.564)
H (0.666, 2.685, -0.202)
H (1.997, -0.656, 0.620)
H (0.608, -2.744, -0.262)
H (-1.782, -2.519, -0.463)
H (-2.830, -0.307, 0.232)
H (-1.445, 1.674, 0.189)

Molecular formula: C7H8
Method: DFT, ωB97M-V/def2-TZVPD

## Properties
Kohn-Sham gap in Eh: 0.403
HOMO energy in eV: -9.9
Electronic energy in eV: -7385.0582
Multiplicity: 1
Energy above the lowest of the compared OMol25 structures with the same formula, charge and spin in kcal/mol: 85.1
F_max in eV Å⁻¹: 0.5

Atoms and positions in Å:
C (2.983, 0.835, -0.197)
C (1.791, 0.950, -0.303)
C (0.327, 1.040, -0.358)
C (-0.317, -0.134, 0.416)
C (-0.071, -1.469, -0.296)
C (-1.749, 0.088, 0.648)
C (-2.924, 0.219, 0.878)
H (4.042, 0.735, -0.094)
H (-0.013, 1.020, -1.401)
H (0.001, 1.998, 0.064)
H (0.165, -0.168, 1.402)
H (-0.389, -1.408, -1.342)
H (0.993, -1.716, -0.271)
H (-0.629, -2.277, 0.183)
H (-3.962, 0.327, 1.103)

Molecular formula: C7H8
Method: DFT, ωB97M-V/def2-TZVPD

## Properties
Kohn-Sham gap in Eh: 0.404
HOMO energy in eV: -9.9
Electronic energy in eV: -7385.0335
Multiplicity: 1
Energy above the lowest of the compared OMol25 structures with the same formula, charge and spin in kcal/mol: 85.6
F_max in eV Å⁻¹: 0.5

Atoms and positions in Å:
C (-1.638, 0.921, 2.358)
C (-1.484, 0.720, 1.187)
C (-1.105, 0.384, -0.186)
C (0.213, -0.424, -0.147)
C (1.396, 0.452, 0.272)
C (0.471, -1.105, -1.418)
C (0.706, -1.705, -2.435)
H (-1.740, 1.101, 3.407)
H (-0.975, 1.289, -0.788)
H (-1.892, -0.193, -0.678)
H (0.074, -1.202, 0.623)
H (1.656, 1.160, -0.520)
H (1.142, 1.006, 1.179)
H (2.267, -0.169, 0.484)
H (0.909, -2.237, -3.337)

Molecular formula: C7H8
Method: DFT, ωB97M-V/def2-TZVPD

## Properties
Kohn-Sham gap in Eh: 0.340
HOMO energy in eV: -8.1
Electronic energy in eV: -7387.3550
Multiplicity: 1
Energy above the lowest of the compared OMol25 structures with the same formula, charge and spin in kcal/mol: 32.1
F_max in eV Å⁻¹: 1.4

Atoms and positions in Å:
C (2.453, -0.029, 0.008)
C (1.096, -0.007, -0.026)
C (0.285, -1.243, 0.015)
C (-1.042, -1.291, -0.008)
C (-1.826, 0.006, 0.007)
C (-0.999, 1.282, 0.011)
C (0.350, 1.268, 0.019)
H (3.059, 0.867, -0.028)
H (2.938, -1.010, 0.049)
H (0.856, -2.179, -0.007)
H (-1.593, -2.235, -0.012)
H (-2.461, 0.077, -0.890)
H (-2.458, 0.045, 0.914)
H (-1.554, 2.221, -0.045)
H (0.896, 2.227, -0.006)

Molecular formula: C7H87N2O36PS
Method: DFT, ωB97M-V/def2-TZVPD

## Properties
Kohn-Sham gap in Eh: 0.259
HOMO energy in eV: -7.8
Electronic energy in eV: -105480.8222
Multiplicity: 1
Energy above the lowest of the compared OMol25 structures with the same formula, charge and spin in kcal/mol: 0.0
F_max in eV Å⁻¹: 1.7

Atoms and positions in Å:
C (-1.555, 0.773, 1.895)
C (-1.611, -0.771, 1.820)
S (-1.478, -1.487, 0.129)
C (-0.636, -0.332, -1.033)
P (1.139, 0.174, -0.555)
C (0.952, 1.825, -1.437)
C (0.048, 2.863, -0.716)
C (0.738, 3.487, 0.545)
N (1.753, 4.496, 0.198)
C (2.944, 0.656, 0.003)
O (3.963, 0.196, -0.943)
N (5.149, 0.688, -0.481)
O (5.391, 1.733, -0.980)
H (-1.691, 1.044, 2.960)
H (-0.595, 1.213, 1.591)
H (-2.358, 1.279, 1.338)
H (-0.899, -1.225, 2.530)
H (-2.609, -1.058, 2.191)
H (-0.555, -0.888, -2.004)
H (-1.318, 0.512, -1.235)
H (0.899, -0.096, 0.826)
H (1.727, -0.894, -1.319)
H (1.929, 2.294, -1.653)
H (0.491, 1.607, -2.424)
H (-0.118, 3.686, -1.441)
H (-0.950, 2.496, -0.445)
H (-0.076, 3.864, 1.186)
H (1.186, 2.627, 1.095)
H (2.573, 4.260, 0.747)
H (1.967, 4.348, -0.781)
H (3.066, 1.733, 0.209)
H (3.113, 0.091, 0.951)
O (-5.001, -0.356, 2.243)
H (-5.551, -0.482, 3.029)
H (-5.635, -0.301, 1.521)
O (1.793, -2.744, 2.321)
H (1.251, -2.874, 3.106)
H (1.152, -2.681, 1.602)
O (5.816, 1.209, 2.453)
H (6.531, 1.695, 2.882)
H (5.713, 1.643, 1.596)
O (-0.002, 2.036, -4.414)
H (0.409, 2.327, -5.243)
H (-0.946, 2.181, -4.551)
O (1.316, 3.916, -6.141)
H (2.045, 4.441, -5.787)
H (1.159, 4.289, -7.014)
O (7.154, 2.603, -3.357)
H (7.968, 2.100, -3.274)
H (6.630, 2.330, -2.597)
O (-1.763, 2.963, -6.456)
H (-1.034, 3.486, -6.097)
H (-1.928, 3.354, -7.325)
O (0.401, -5.574, 2.642)
H (0.949, -5.819, 3.395)
H (1.038, -5.333, 1.961)
O (-3.106, 2.562, -3.706)
H (-3.559, 1.744, -3.927)
H (-3.001, 3.010, -4.556)
O (3.036, 6.195, -4.862)
H (2.943, 6.213, -3.905)
H (3.278, 7.095, -5.092)
O (-6.108, -2.066, 4.629)
H (-5.736, -2.932, 4.441)
H (-6.824, -2.248, 5.252)
O (4.487, -3.384, 0.523)
H (4.390, -3.387, 1.482)
H (4.728, -2.477, 0.318)
O (3.825, 3.330, 2.553)
H (4.652, 2.830, 2.644)
H (3.297, 3.043, 3.306)
O (-2.996, 5.253, -8.415)
H (-3.521, 5.527, -9.177)
H (-3.072, 5.988, -7.802)
O (5.453, -3.591, 3.325)
H (6.326, -3.183, 3.294)
H (5.396, -3.958, 4.212)
O (-1.145, -1.253, -4.295)
H (-2.020, -1.532, -4.580)
H (-0.993, -0.430, -4.775)
O (3.226, -0.171, 3.812)
H (3.966, -0.417, 3.248)
H (2.584, -0.875, 3.673)
O (1.823, -0.274, -3.920)
H (1.399, 0.508, -4.295)
H (2.071, -0.002, -3.035)
O (-4.418, 4.695, -11.282)
H (-3.710, 4.429, -11.879)
H (-5.056, 3.975, -11.348)
O (-8.225, -2.895, 6.580)
H (-7.789, -3.320, 7.329)
H (-9.146, -2.836, 6.851)
O (6.264, 5.531, 3.105)
H (5.493, 4.969, 2.980)
H (5.950, 6.411, 2.883)
O (-7.732, -3.358, 9.418)
H (-7.841, -3.352, 10.378)
H (-7.488, -2.450, 9.207)
O (7.061, -5.905, 2.073)
H (6.719, -6.645, 1.565)
H (6.309, -5.302, 2.145)
O (-5.426, -3.508, 1.554)
H (-5.328, -2.633, 1.951)
H (-5.302, -3.351, 0.614)
O (-8.823, 0.121, 6.765)
H (-8.455, -0.752, 6.579)
H (-9.539, -0.048, 7.384)
O (-1.048, -6.099, 5.561)
H (-0.937, -5.234, 5.962)
H (-0.937, -5.931, 4.619)
O (-2.696, 2.469, -9.067)
H (-3.459, 1.887, -9.115)
H (-3.045, 3.334, -9.318)
O (-6.774, -4.630, 12.100)
H (-6.060, -4.907, 11.518)
H (-7.412, -5.348, 12.043)
O (-2.881, -4.073, 3.804)
H (-3.421, -4.198, 4.589)
H (-3.520, -4.016, 3.083)
O (1.330, -4.262, 6.805)
H (2.154, -4.749, 6.881)
H (0.845, -4.502, 7.600)
O (3.193, -3.456, -3.538)
H (2.768, -2.672, -3.912)
H (3.443, -3.185, -2.649)
O (-6.075, 4.071, -8.745)
H (-5.666, 4.365, -9.564)
H (-7.016, 4.218, -8.883)
O (7.344, -1.281, 0.951)
H (6.867, -0.966, 0.178)
H (7.251, -0.563, 1.586)
O (5.247, -3.242, -5.806)
H (5.606, -4.111, -5.997)
H (4.539, -3.415, -5.170)

Molecular formula: C7H8AlBiCl2O4
Method: DFT, ωB97M-V/def2-TZVPD

## Properties
Kohn-Sham gap (alpha / beta) in Eh: 0.254 / 0.134
HOMO energy (alpha / beta) in eV: -25.5 / -24.6
Electronic energy in eV: -53007.3818
Multiplicity: 1
Energy above the lowest of the compared OMol25 structures with the same formula, charge and spin in kcal/mol: 83.8
F_max in eV Å⁻¹: 7.0
Charge: +4

Atoms and positions in Å:
Bi (-0.248, -0.017, -3.626)
Al (0.262, 0.229, -0.921)
Cl (-0.887, -1.816, -1.387)
Cl (-0.813, 2.288, -1.668)
C (1.554, 1.842, 0.037)
C (0.522, -1.996, -4.766)
C (0.630, 1.441, -5.317)
O (2.038, 2.772, 0.481)
O (0.831, -2.847, -5.458)
O (0.988, 2.013, -6.256)
C (-0.503, 0.469, 2.944)
C (-0.190, -1.056, 2.949)
C (0.362, -1.247, 1.553)
O (-0.355, -0.230, 0.736)
C (-1.180, 0.640, 1.605)
H (-1.057, 0.832, 3.810)
H (0.480, 0.995, 2.917)
H (-1.158, -1.593, 3.068)
H (0.474, -1.382, 3.759)
H (1.428, -1.006, 1.529)
H (0.239, -2.243, 1.152)
H (-2.208, 0.262, 1.647)
H (-1.207, 1.650, 1.212)

Molecular formula: C7H8Br3Cl9O3
Method: DFT, ωB97M-V/def2-TZVPD

## Properties
Kohn-Sham gap in Eh: 0.361
HOMO energy in eV: -10.3
Electronic energy in eV: -336359.4299
Multiplicity: 1
Energy above the lowest of the compared OMol25 structures with the same formula, charge and spin in kcal/mol: 0.0
F_max in eV Å⁻¹: 3.5

Atoms and positions in Å:
C (0.582, -18.583, -15.519)
Br (0.029, -17.180, -16.803)
Br (2.606, -18.642, -15.507)
Br (-0.174, -20.361, -15.865)
H (0.259, -18.244, -14.534)
C (-1.615, -15.573, -11.773)
Cl (-2.067, -14.135, -12.761)
Cl (-0.080, -15.239, -10.996)
Cl (-1.511, -17.006, -12.799)
H (-2.355, -15.666, -10.978)
C (2.092, -16.993, -19.720)
Cl (2.063, -18.666, -19.327)
Cl (0.655, -16.792, -20.774)
Cl (3.612, -16.659, -20.563)
H (1.991, -16.307, -18.879)
C (2.497, -22.870, -16.164)
Cl (2.844, -24.648, -16.166)
Cl (2.600, -22.289, -17.853)
Cl (3.587, -21.937, -15.109)
H (1.451, -22.707, -15.903)
C (2.052, -18.398, -11.705)
C (3.127, -19.477, -11.626)
O (2.424, -20.641, -12.106)
C (1.195, -20.349, -12.434)
O (0.360, -21.133, -12.852)
O (0.924, -19.079, -12.220)
H (2.445, -17.677, -12.421)
H (1.765, -18.042, -10.715)
H (3.337, -19.677, -10.575)
H (3.995, -19.234, -12.238)

Molecular formula: C7H8BrClOSi
Method: DFT, ωB97M-V/def2-TZVPD

## Properties
Kohn-Sham gap (alpha / beta) in Eh: 0.310 / 0.220
HOMO energy (alpha / beta) in eV: -8.4 / -7.8
Electronic energy in eV: -99877.8653
Multiplicity: 1
Energy above the lowest of the compared OMol25 structures with the same formula, charge and spin in kcal/mol: 83.8
F_max in eV Å⁻¹: 4.5

Atoms and positions in Å:
C (2.540, -1.137, -1.429)
C (3.244, 0.051, -1.123)
C (1.119, -1.177, -1.256)
C (2.539, 1.155, -0.515)
C (0.436, -0.060, -0.932)
C (1.148, 1.078, -0.454)
C (-3.595, -1.384, 1.274)
O (-3.424, -0.145, 1.487)
Si (-2.483, 1.231, 1.369)
Cl (-3.962, 2.626, 1.686)
Br (-0.939, 1.349, 2.952)
H (2.972, -2.056, -1.913)
H (4.288, -0.014, -1.073)
H (0.494, -1.984, -1.543)
H (3.256, 1.987, -0.230)
H (-0.586, 0.150, -0.829)
H (-2.930, -2.155, 1.416)
H (0.586, 2.040, -0.180)
H (-4.703, -1.554, 1.293)

Molecular formula: C7H8BrNO2
Method: DFT, ωB97M-V/def2-TZVPD

## Properties
Kohn-Sham gap in Eh: 0.319
HOMO energy in eV: -9.3
Electronic energy in eV: -83010.3139
Multiplicity: 1
Energy above the lowest of the compared OMol25 structures with the same formula, charge and spin in kcal/mol: 129.7
F_max in eV Å⁻¹: 4.3

Atoms and positions in Å:
C (-0.405, 1.501, 1.129)
C (-0.272, 0.455, 2.016)
C (0.357, -0.902, 1.948)
C (0.399, -1.644, 0.845)
C (-0.219, -1.155, -0.355)
Br (-1.805, -2.156, -0.675)
C (0.128, -0.060, -1.012)
C (-0.583, 0.396, -2.243)
N (1.450, 0.415, -0.811)
O (2.356, -0.342, -0.483)
O (1.700, 1.587, -0.930)
H (-1.265, 2.111, 1.339)
H (0.039, 1.827, 0.258)
H (-1.052, 0.463, 2.890)
H (0.554, -1.462, 2.852)
H (0.735, -2.679, 0.833)
H (-0.419, -0.403, -3.001)
H (-0.078, 1.379, -2.532)
H (-1.621, 0.670, -2.067)

Molecular formula: C7H8Cl2
Method: DFT, ωB97M-V/def2-TZVPD

## Properties
Kohn-Sham gap in Eh: 0.368
HOMO energy in eV: -9.3
Electronic energy in eV: -32433.5180
Multiplicity: 1
Energy above the lowest of the compared OMol25 structures with the same formula, charge and spin in kcal/mol: 2.0
F_max in eV Å⁻¹: 1.7

Atoms and positions in Å:
Cl (-3.767, 3.492, 9.136)
C (-4.691, 4.939, 9.203)
C (-6.108, 4.945, 8.713)
C (-6.843, 3.905, 8.146)
C (-8.232, 4.050, 8.047)
C (-8.845, 5.274, 8.354)
C (-8.066, 6.391, 8.672)
C (-6.690, 6.217, 8.808)
H (-4.183, 5.708, 8.644)
H (-4.672, 5.185, 10.273)
H (-6.382, 2.959, 7.850)
H (-8.859, 3.224, 7.723)
H (-9.923, 5.398, 8.235)
H (-8.527, 7.363, 8.904)
H (-6.045, 7.060, 9.080)
Cl (-5.869, 5.178, 3.999)
H (-5.785, 5.697, 5.128)

Molecular formula: C7H8Cl2N2O
Method: DFT, ωB97M-V/def2-TZVPD

## Properties
Kohn-Sham gap (alpha / beta) in Eh: 0.260 / 0.251
HOMO energy (alpha / beta) in eV: -8.4 / -8.1
Electronic energy in eV: -37456.0910
Multiplicity: 1
Energy above the lowest of the compared OMol25 structures with the same formula, charge and spin in kcal/mol: 87.0
F_max in eV Å⁻¹: 4.1

Atoms and positions in Å:
C (-0.244, 2.619, 1.470)
C (-0.339, 2.650, 0.115)
C (0.477, 1.636, 2.095)
C (-0.348, 1.552, -0.824)
C (0.216, -1.881, 0.164)
C (0.055, -1.443, 1.596)
C (0.587, -0.974, -2.191)
N (-0.137, 0.406, -0.268)
N (0.157, -0.812, -0.779)
O (0.434, -2.986, -0.220)
Cl (0.132, 1.390, 3.672)
Cl (-0.279, 2.047, -2.508)
H (-0.451, 3.454, 2.066)
H (-0.724, 3.558, -0.457)
H (-0.910, -1.016, 1.728)
H (0.405, -2.329, 2.229)
H (0.673, -0.577, 1.696)
H (-0.246, -0.513, -2.775)
H (1.438, -0.279, -2.279)
H (0.741, -1.990, -2.271)

Molecular formula: C7H8Cl2NO4P
Method: DFT, ωB97M-V/def2-TZVPD

## Properties
Kohn-Sham gap in Eh: 0.248
HOMO energy in eV: -8.5
Electronic energy in eV: -51400.9509
Multiplicity: 1
F_max in eV Å⁻¹: 4.6

Atoms and positions in Å:
C (1.432, 0.210, 2.566)
C (0.361, 1.342, 2.223)
Cl (1.072, 2.948, 2.843)
C (0.150, 1.574, 0.621)
Cl (1.793, 1.806, -0.115)
C (-0.796, 0.501, -0.028)
C (-0.696, -0.476, -1.043)
P (0.865, -0.838, -2.040)
N (0.489, -1.025, -3.775)
O (1.427, -2.380, -1.538)
C (-2.104, -1.213, -1.220)
O (-2.315, -2.137, -2.015)
O (-3.085, -0.612, -0.363)
C (-2.316, 0.335, 0.408)
O (-2.921, 0.924, 1.318)
H (1.074, -0.829, 2.246)
H (2.488, 0.427, 2.203)
H (1.494, 0.172, 3.718)
H (-0.648, 1.199, 2.760)
H (-0.390, 2.591, 0.553)
H (0.694, -0.138, -4.268)
H (1.196, -1.685, -4.153)
H (0.737, -2.696, -0.901)

Copy entry 2 word for word.
Molecular formula: C7H8
Method: DFT, ωB97M-V/def2-TZVPD

## Properties
Kohn-Sham gap in Eh: 0.403
HOMO energy in eV: -9.9
Electronic energy in eV: -7385.0582
Multiplicity: 1
Energy above the lowest of the compared OMol25 structures with the same formula, charge and spin in kcal/mol: 85.1
F_max in eV Å⁻¹: 0.5

Atoms and positions in Å:
C (2.983, 0.835, -0.197)
C (1.791, 0.950, -0.303)
C (0.327, 1.040, -0.358)
C (-0.317, -0.134, 0.416)
C (-0.071, -1.469, -0.296)
C (-1.749, 0.088, 0.648)
C (-2.924, 0.219, 0.878)
H (4.042, 0.735, -0.094)
H (-0.013, 1.020, -1.401)
H (0.001, 1.998, 0.064)
H (0.165, -0.168, 1.402)
H (-0.389, -1.408, -1.342)
H (0.993, -1.716, -0.271)
H (-0.629, -2.277, 0.183)
H (-3.962, 0.327, 1.103)

Which value of F_max does entry 4 give? 1.4 eV Å⁻¹